The following is a quantum chemistry calculation of a 2-piece molecular cluster, C4H6ClNO2S overall, from OMol25.

Computed properties:
energy relative to the best compared isomer or geometry (same formula, charge and spin): 127.5 kJ/mol
spin multiplicity: 1
energy: -1219.5147 Ha
F_max: 0.023 hartree/bohr
gap between HOMO and LUMO (alpha / beta): 7.51 / 7.53 eV
molecular weight: 167.62 g/mol
net charge: 0

XYZ file:
```
15
Properties=species:S:1:pos:R:3:mulliken_charge:R:1
C -1.516 1.745 0.226 0.573
C 1.977 0.172 0.115 -1.055
C 1.080 -0.477 -0.901 -0.446
C -2.335 0.821 0.826 -0.548
N -0.809 2.517 -0.266 -0.394
O 0.206 -2.149 1.052 -0.560
O -1.189 -1.956 -0.990 -0.505
S -0.359 -1.319 0.009 0.861
Cl -3.576 0.044 -0.035 -0.042
H 2.875 0.552 -0.370 0.342
H 1.473 1.005 0.599 0.284
H 2.278 -0.551 0.871 0.330
H 1.563 -1.284 -1.448 0.409
H 0.610 0.233 -1.574 0.352
H -2.279 0.648 1.888 0.402
```